Record 1
An isolated molecule of H5NP4, computed with wB97M-V/def2-TZVPD.

Each line ends with the Mulliken charge.
Geometry (Å):
N 0.33 0.83 -1.42  -0.56
P -1.13 -0.08 1.20  -0.05
P -1.95 -0.44 -0.68  -0.03
P 2.35 -0.60 0.62  -0.13
P 0.67 0.71 0.05  0.30
H -1.83 0.90 -0.71  0.10
H -3.29 -0.68 -0.27  0.06
H 2.19 -0.92 -0.75  0.13
H 1.50 -1.60 1.12  0.07
H 1.16 1.86 0.84  0.11

## Properties
Kohn-Sham gap (spin up / spin down) ... 7.733 / 6.206 eV
2S+1 ... 1
Energy relative to the best compared isomer or geometry (same formula, charge and spin) ... 347.8 kJ/mol
Highest occupied orbital energy (spin up / spin down) ... -9.3 / -8.1 eV
Largest force on an atom ... 0.1044 Eh/bohr

Record 2
A structure of composition C11H7N2O6Ti, computed with wB97M-V/def2-TZVPD.

Each line ends with the Mulliken charge.
Geometry (Å):
O 1.26 7.01 -2.66  -0.12
C 0.83 6.04 -2.36  0.11
Ti 1.03 1.66 -0.47  -0.43
O -1.13 3.51 -1.76  -0.18
C -0.33 2.83 -1.28  0.48
C 2.78 1.01 0.24  0.48
O 3.78 0.63 0.65  -0.22
C 0.78 2.63 1.24  0.46
O 0.63 3.20 2.23  -0.24
C 1.67 1.20 -2.29  0.44
O 2.03 0.94 -3.35  -0.23
H 2.02 3.06 -0.78  0.06
N -1.71 -4.39 2.10  -0.30
C -1.86 -3.77 0.85  0.26
O -2.52 -4.32 -0.04  -0.59
C -1.21 -2.44 0.60  1.15
C -0.48 -1.73 1.53  -0.71
C 0.13 -0.54 1.21  -0.25
N -0.04 -0.09 -0.02  -0.28
C -0.72 -0.68 -0.99  0.07
C -1.33 -1.86 -0.69  -0.76
H -2.15 -5.26 2.20  0.24
H -1.19 -4.00 2.84  0.14
H -0.33 -2.10 2.56  0.21
H 0.73 0.01 1.95  0.38
H -0.78 -0.22 -2.00  0.39
H -1.89 -2.36 -1.49  0.43

## Properties
Kohn-Sham gap (spin up / spin down) ... 6.631 / 7.466 eV
2S+1 ... 3
Energy relative to the best compared isomer or geometry (same formula, charge and spin) ... 83.0 kJ/mol
Highest occupied orbital energy (spin up / spin down) ... -12.1 / -13.5 eV
Largest force on an atom ... 0.1213 Eh/bohr
Net charge ... +1

Record 3
An isolated molecule of C6H12O, computed with wB97M-V/def2-TZVPD.

Each line ends with the Mulliken charge.
Geometry (Å):
C -0.93 -1.54 0.20  -1.40
C -0.77 -0.02 0.16  0.80
C -1.92 0.61 -0.63  -1.59
C 0.55 0.40 -0.46  -0.20
C 1.42 1.48 0.16  -0.88
C 1.89 0.07 0.14  -0.07
O 1.97 -0.56 1.39  -0.54
H -0.20 -2.00 0.88  0.30
H -1.92 -1.83 0.55  0.40
H -0.78 -1.97 -0.80  0.32
H -0.81 0.36 1.19  0.16
H -2.89 0.37 -0.18  0.41
H -1.93 0.21 -1.66  0.35
H -1.82 1.69 -0.70  0.36
H 0.54 0.39 -1.56  0.38
H 1.91 2.21 -0.47  0.28
H 1.11 1.84 1.14  0.27
H 2.70 -0.19 -0.55  0.31
H 1.88 -1.51 1.24  0.34

## Properties
Structure (SMILES) ... CC(C)[C@H]1C[C@H]1O
Kohn-Sham gap ... 10.528 eV
2S+1 ... 1
Energy relative to the best compared isomer or geometry (same formula, charge and spin) ... 112.3 kJ/mol
Highest occupied orbital energy ... -9.6 eV
Largest force on an atom ... 0.0059 Eh/bohr

Record 4
An isolated molecule of C2H3FS, computed with wB97M-V/def2-TZVPD.

Each line ends with the Mulliken charge.
Geometry (Å):
F -1.09 -0.19 1.10  -0.26
C 0.00 -0.40 0.39  -0.14
C 0.20 1.06 -0.74  -0.23
S 1.37 1.10 -1.81  -0.22
H 0.68 -0.58 1.12  0.28
H -0.17 -1.12 -0.34  0.22
H -0.48 1.84 -0.72  0.34

## Properties
Structure (SMILES) ... FCC=S
Kohn-Sham gap ... 8.505 eV
2S+1 ... 1
Energy relative to the best compared isomer or geometry (same formula, charge and spin) ... 168.6 kJ/mol
Highest occupied orbital energy ... -8.8 eV
Largest force on an atom ... 0.1152 Eh/bohr

Record 5
A structure of composition C24H17Br2N6OS3Tc, computed with wB97M-V/def2-TZVPD.

Each line ends with the Mulliken charge.
Geometry (Å):
Tc 0.14 0.04 0.26  -0.38
C -3.90 -0.09 -1.54  -1.77
C -2.44 -0.08 -1.22  0.58
N -1.97 -0.01 -0.02  1.36
N -2.88 0.07 0.99  -1.55
C -2.37 -0.30 2.12  0.77
N -3.13 -0.31 3.23  -0.39
S -0.71 -0.81 2.27  -0.32
C -1.44 -0.16 -2.29  0.75
C -1.79 -0.28 -3.62  -0.86
C -0.79 -0.36 -4.58  -0.52
C 0.53 -0.33 -4.16  -0.98
C 0.80 -0.21 -2.81  -0.21
N -0.16 -0.13 -1.88  0.51
H -4.48 -0.19 -0.63  0.41
H -4.13 -0.91 -2.22  0.43
H -4.18 0.85 -2.03  0.35
H -4.12 -0.15 3.15  0.23
H -2.74 -0.58 4.11  0.21
H -2.83 -0.30 -3.90  0.43
H -1.04 -0.46 -5.63  0.44
H 1.34 -0.39 -4.87  0.48
H 1.82 -0.17 -2.47  0.43
S -0.05 2.45 0.15  -0.25
C 1.05 2.29 1.46  0.20
N 1.21 1.04 1.79  0.42
C 2.24 0.82 2.69  -0.17
C 2.68 -0.41 3.18  -0.18
C 3.74 -0.41 4.07  -0.98
C 4.34 0.79 4.47  -0.56
C 3.91 2.01 3.99  -0.51
C 2.86 2.01 3.08  0.80
S 2.12 3.37 2.26  -0.19
H 2.20 -1.33 2.87  0.39
H 4.10 -1.35 4.47  0.43
H 5.16 0.76 5.18  0.41
H 4.38 2.93 4.30  0.42
Br 0.75 -5.08 0.02  -0.13
C 2.06 -3.74 -0.11  -0.12
C 3.41 -4.09 -0.20  -0.27
C 4.39 -3.14 -0.32  -0.12
Br 6.20 -3.68 -0.45  -0.20
C 4.05 -1.77 -0.34  0.36
C 4.95 -0.70 -0.49  -0.82
C 4.48 0.59 -0.53  -1.37
C 3.11 0.83 -0.38  -0.63
N 2.24 -0.15 -0.21  1.11
C 2.69 -1.44 -0.21  0.15
C 1.66 -2.42 -0.11  0.91
O 0.42 -2.00 -0.06  -0.47
H 3.68 -5.14 -0.19  0.44
H 6.01 -0.91 -0.59  0.39
H 5.15 1.43 -0.66  0.47
H 2.72 1.84 -0.40  0.67

## Properties
Kohn-Sham gap (spin up / spin down) ... 6.573 / 5.846 eV
2S+1 ... 2
Energy relative to the best compared isomer or geometry (same formula, charge and spin) ... 0.0 kJ/mol
Highest occupied orbital energy (spin up / spin down) ... -10.3 / -10.3 eV
Largest force on an atom ... 0.0077 Eh/bohr
Net charge ... +1

Record 6
A structure of composition C14H33F5O15P4S, computed with wB97M-V/def2-TZVPD.

Each line ends with the Mulliken charge.
Geometry (Å):
O 5.75 5.92 0.25  -0.64
P 5.30 4.46 0.35  1.13
O 4.91 4.00 -1.25  -0.46
O 6.61 3.60 0.97  -0.45
O 3.93 4.47 1.38  -0.23
P 3.44 2.91 1.80  0.58
O 4.00 2.61 3.19  -0.69
O 3.99 1.71 0.73  -0.02
S 4.87 0.51 1.60  -0.04
O 1.72 2.94 1.89  -0.29
C 1.17 3.68 0.81  0.75
F 1.12 5.07 1.09  -0.26
F 1.86 3.47 -0.40  -0.25
C -0.36 3.25 0.53  0.68
F -0.69 3.74 -0.73  -0.24
F -1.17 3.97 1.43  -0.26
F -0.55 1.86 0.67  -0.21
H 4.53 3.10 -1.26  0.35
H 6.34 2.88 1.59  0.39
H 5.53 -0.26 0.63  0.16
O 3.85 -2.47 -1.41  -0.65
P 4.11 -3.64 -2.35  1.03
O 4.57 -2.76 -3.67  -0.35
C 5.87 -2.20 -3.69  -0.24
C 6.92 -3.25 -4.02  -0.98
O 2.52 -3.88 -2.79  -0.36
C 1.47 -3.58 -1.88  -0.35
C 0.86 -2.23 -2.20  -1.21
O 4.45 -5.06 -3.26  -0.26
C 4.53 -6.28 -2.52  -0.35
C 3.16 -6.79 -2.10  -0.94
H 6.09 -1.72 -2.73  0.19
H 5.88 -1.42 -4.45  0.34
H 7.00 -3.99 -3.21  0.23
H 7.90 -2.79 -4.15  0.41
H 6.65 -3.79 -4.93  0.24
H 1.82 -3.63 -0.85  0.38
H 0.71 -4.35 -1.99  0.38
H 1.62 -1.44 -2.24  0.28
H 0.11 -1.95 -1.45  0.37
H 0.39 -2.25 -3.18  0.31
H 5.18 -6.14 -1.65  0.31
H 5.01 -7.02 -3.17  0.34
H 2.74 -6.16 -1.31  0.21
H 3.23 -7.81 -1.72  0.42
H 2.47 -6.77 -2.94  0.25
O -7.40 3.01 2.59  -0.72
P -6.67 1.81 1.99  1.12
O -7.58 0.62 2.70  -0.35
C -8.87 0.36 2.16  -0.33
C -8.78 -0.46 0.88  -0.95
O -5.41 1.80 3.08  -0.37
C -4.97 3.02 3.68  -0.29
C -5.54 3.17 5.07  -1.27
O -5.81 0.57 1.17  -0.27
C -4.98 0.99 0.08  -0.67
C -3.71 1.67 0.56  -0.76
H -9.41 1.30 1.98  0.28
H -9.43 -0.20 2.91  0.33
H -8.31 0.12 0.08  0.23
H -9.77 -0.76 0.55  0.40
H -8.16 -1.34 1.04  0.23
H -5.21 3.88 3.04  0.40
H -3.88 2.97 3.74  0.36
H -6.63 3.08 5.07  0.31
H -5.27 4.14 5.50  0.37
H -5.17 2.38 5.72  0.30
H -5.55 1.66 -0.58  0.33
H -4.73 0.10 -0.49  0.37
H -3.93 2.65 0.97  0.20
H -3.01 1.81 -0.26  0.41
H -3.23 1.08 1.34  0.31

## Properties
Kohn-Sham gap ... 8.256 eV
2S+1 ... 1
Highest occupied orbital energy ... -10.2 eV
Largest force on an atom ... 0.1815 Eh/bohr

Record 7
A structure of composition C34H39ClIrN5O4SSi, computed with wB97M-V/def2-TZVPD.

Each line ends with the Mulliken charge.
Geometry (Å):
Ir 0.27 -0.10 -0.40  1.03
C 1.78 0.88 3.66  -2.29
C 1.39 1.05 2.21  0.93
N 1.00 -0.01 1.52  -0.15
N 1.41 -1.26 2.02  -0.38
C 0.74 -2.35 1.62  -0.15
N 1.25 -3.53 2.03  -0.41
S -0.65 -2.28 0.66  -0.41
C 1.45 2.31 1.61  0.70
C 1.75 3.45 2.42  -0.91
C 1.90 4.71 1.97  -0.97
C 1.72 4.91 0.56  -0.64
C 1.49 3.87 -0.25  -0.59
N 1.39 2.52 0.17  1.05
H 1.58 -0.14 3.98  0.46
H 1.20 1.54 4.29  0.54
H 2.84 1.09 3.82  0.34
H 2.41 -1.39 2.11  0.33
H 2.26 -3.53 2.16  0.33
H 0.93 -4.30 1.47  0.27
H 1.87 3.26 3.48  0.34
H 2.13 5.53 2.63  0.40
H 1.73 5.90 0.12  0.43
H 1.30 4.02 -1.30  0.42
C -0.47 -0.75 -2.32  -0.68
Si -2.28 -0.44 -2.40  -0.73
C -2.67 1.13 -1.40  -1.30
N -2.10 1.14 -0.04  1.15
C -2.96 0.41 0.92  -0.01
C -3.16 1.17 2.22  -1.10
C -3.81 2.52 1.95  -0.66
C -3.05 3.29 0.84  -1.13
C -1.81 2.51 0.41  -0.44
C -3.36 -1.86 -1.79  0.55
C -2.87 -3.17 -1.71  -0.41
C -3.69 -4.22 -1.31  -0.69
C -5.02 -3.98 -0.98  -0.50
C -5.53 -2.69 -1.07  -0.79
C -4.70 -1.65 -1.46  0.03
C -2.94 -0.03 -4.13  0.32
C -3.73 -0.93 -4.86  -0.36
C -4.15 -0.65 -6.15  -0.74
C -3.79 0.54 -6.76  -0.45
C -3.01 1.45 -6.07  -0.80
C -2.59 1.17 -4.78  0.02
H 0.01 -0.37 -3.22  0.41
H -0.23 -1.82 -2.30  0.68
H -3.75 1.38 -1.38  0.47
H -2.19 1.93 -1.97  0.83
H -2.53 -0.57 1.11  -0.12
H -3.95 0.25 0.46  0.09
H -2.20 1.29 2.73  0.22
H -3.79 0.56 2.88  0.51
H -3.87 3.11 2.86  0.39
H -4.84 2.34 1.63  0.31
H -2.73 4.27 1.20  0.47
H -3.70 3.47 -0.02  0.30
H -1.11 2.46 1.25  0.10
H -1.29 3.02 -0.39  0.47
H -1.84 -3.37 -1.94  0.35
H -3.29 -5.22 -1.24  0.42
H -5.66 -4.80 -0.67  0.35
H -6.56 -2.50 -0.82  0.41
H -5.12 -0.65 -1.53  0.31
H -4.03 -1.86 -4.39  0.33
H -4.76 -1.37 -6.68  0.39
H -4.11 0.76 -7.77  0.36
H -2.72 2.39 -6.53  0.40
H -1.97 1.90 -4.26  0.14
C 1.14 1.58 -0.78  0.33
C 1.66 1.97 -2.12  -1.12
C 3.03 2.18 -2.29  -0.03
C 3.54 2.47 -3.54  -0.88
C 2.70 2.57 -4.64  -0.48
C 1.33 2.37 -4.48  -0.85
C 0.82 2.06 -3.23  0.57
H 3.69 2.10 -1.44  0.44
H 4.61 2.61 -3.66  0.38
H 3.10 2.80 -5.62  0.39
H 0.67 2.44 -5.33  0.49
H -0.23 1.89 -3.09  0.15
O 3.06 -3.50 -0.63  -0.69
Cl 3.87 -2.38 -0.23  1.86
O 5.13 -2.39 -0.90  -0.71
O 4.09 -2.47 1.23  -0.80
O 3.16 -1.14 -0.48  -0.59

## Properties
Kohn-Sham gap (spin up / spin down) ... 6.132 / 6.039 eV
2S+1 ... 2
Energy relative to the best compared isomer or geometry (same formula, charge and spin) ... 0.0 kJ/mol
Highest occupied orbital energy (spin up / spin down) ... -3.6 / -3.5 eV
Largest force on an atom ... 0.0201 Eh/bohr
Net charge ... -1

Record 8
An isolated molecule of C8H8, computed with wB97M-V/def2-TZVPD.

Each line ends with the Mulliken charge.
Geometry (Å):
C 1.35 -0.31 2.46  -0.80
C 1.40 -0.83 1.22  -0.29
C 0.42 -0.38 0.24  0.92
C 0.69 -0.45 -1.12  -0.56
C -0.04 0.39 -1.92  -0.53
C -1.41 0.78 -1.58  -0.41
C -1.68 0.71 -0.23  -0.40
C -0.80 0.06 0.62  -0.37
H 1.99 -0.27 3.32  0.30
H 0.54 0.41 2.49  0.13
H 2.08 -1.57 1.00  0.36
H 1.60 -0.91 -1.48  0.35
H 0.20 0.55 -2.95  0.35
H -2.10 0.87 -2.34  0.44
H -2.76 0.94 0.13  0.25
H -1.08 0.09 1.71  0.26

## Properties
Structure (SMILES) ... C=Cc1ccccc1
Kohn-Sham gap ... 9.276 eV
2S+1 ... 1
Energy relative to the best compared isomer or geometry (same formula, charge and spin) ... 131.3 kJ/mol
Highest occupied orbital energy ... -8.5 eV
Largest force on an atom ... 0.0924 Eh/bohr

Record 9
The ion C4H9N2OS with charge +1, computed with wB97M-V/def2-TZVPD.

Each line ends with the Mulliken charge.
Geometry (Å):
C -0.48 0.80 0.35  -0.02
C -0.08 -1.29 -0.66  -0.55
C 1.95 0.43 -0.32  -0.02
C -2.25 -0.94 0.15  -1.03
N -0.89 -0.39 0.04  0.14
N 2.72 1.10 0.51  -0.25
O -1.39 1.70 0.75  -0.42
S 1.72 -1.26 -0.12  -0.07
H -0.42 -2.23 -0.46  0.48
H 0.06 -1.11 -1.77  0.32
H 1.46 1.12 -1.08  0.44
H -2.45 -1.08 1.19  0.38
H -3.01 -0.25 -0.23  0.31
H -2.27 -1.86 -0.29  0.44
H -1.07 2.58 0.56  0.36
H 2.92 2.05 0.33  0.26
H 3.47 0.62 1.03  0.25

## Properties
Kohn-Sham gap ... 8.452 eV
2S+1 ... 1
Energy relative to the best compared isomer or geometry (same formula, charge and spin) ... 350.6 kJ/mol
Highest occupied orbital energy ... -12.6 eV
Largest force on an atom ... 0.0892 Eh/bohr
Net charge ... +1

Record 10
A structure of composition C5H7ClSe, computed with wB97M-V/def2-TZVPD.

Each line ends with the Mulliken charge.
Geometry (Å):
C 0.91 -0.21 0.01  0.16
C 2.16 -0.31 0.37  -0.21
C -0.11 0.90 0.08  -0.54
C -0.20 -1.86 -0.36  -0.77
C -1.58 0.66 -0.37  -0.71
Cl 3.07 -1.73 0.21  -0.18
Se -1.85 -1.29 0.05  -0.03
H 2.65 0.56 0.90  0.31
H -0.10 1.21 1.18  0.24
H 0.41 1.62 -0.60  0.24
H -0.11 -2.20 -1.42  0.33
H 0.50 -2.45 0.21  0.42
H -2.25 1.30 0.14  0.43
H -1.57 0.75 -1.48  0.30

## Properties
Kohn-Sham gap ... 8.991 eV
2S+1 ... 1
Energy relative to the best compared isomer or geometry (same formula, charge and spin) ... 155.3 kJ/mol
Highest occupied orbital energy ... -8.4 eV
Largest force on an atom ... 0.1151 Eh/bohr

Record 11
An isolated molecule of C5H9NO, computed with wB97M-V/def2-TZVPD.

Each line ends with the Mulliken charge.
Geometry (Å):
C -1.97 -0.19 0.35  -1.36
C -0.83 -0.14 -0.67  0.53
C 0.03 -1.31 -0.52  0.12
N 0.71 -2.24 -0.47  -0.48
C 0.18 1.01 -0.52  -0.64
C 1.36 0.49 0.47  -0.54
O 2.26 -0.78 0.27  -0.56
H -2.72 0.59 0.13  0.35
H -1.60 -0.04 1.37  0.30
H -2.47 -1.16 0.31  0.38
H -1.25 -0.23 -1.68  0.27
H 0.54 1.33 -1.51  0.36
H -0.32 1.92 -0.11  0.31
H 0.83 0.40 1.43  0.27
H 2.11 1.26 0.47  0.40
H 3.15 -0.91 0.69  0.29

## Properties
Structure (SMILES) ... C[C@H](C#N)CCO
Kohn-Sham gap ... 10.405 eV
2S+1 ... 1
Energy relative to the best compared isomer or geometry (same formula, charge and spin) ... 333.7 kJ/mol
Highest occupied orbital energy ... -9.6 eV
Largest force on an atom ... 0.0485 Eh/bohr

Record 12
A structure of composition C5H9N2, computed with wB97M-V/def2-TZVPD.

Each line ends with the Mulliken charge.
Geometry (Å):
C 1.82 -0.30 0.07  0.76
C -0.23 -0.30 -0.02  0.50
C 3.10 0.23 0.01  -0.97
C -2.60 0.16 -0.02  -1.25
C -1.53 -0.90 0.06  -0.09
N 0.96 -1.15 -0.01  -0.32
N 0.26 0.88 0.06  -0.47
H 3.66 0.60 0.87  0.35
H 2.89 1.02 -0.73  0.28
H 3.86 -0.41 -0.32  0.37
H -3.66 -0.25 0.05  0.34
H -2.57 0.68 -1.03  0.33
H -2.28 0.98 0.60  0.32
H -1.80 -1.62 -0.75  0.31
H -1.62 -1.37 0.97  0.30
H -0.26 1.76 0.18  0.25

## Properties
Kohn-Sham gap ... 10.737 eV
2S+1 ... 1
Energy relative to the best compared isomer or geometry (same formula, charge and spin) ... 484.3 kJ/mol
Highest occupied orbital energy ... -15.8 eV
Largest force on an atom ... 0.0802 Eh/bohr
Net charge ... +1

Which of these has the highest largest force on an atom?
C14H33F5O15P4S